Entry 1:
C18H17F5N5O3TeTi | the ωB97M-V functional and the def2-TZVPD basis

* electronic energy: -2812.0544 a.u.
* M: 621.82 g/mol
* net charge: +2
* spin multiplicity: 2
* HOMO level (spin up / spin down): -14.8 / -14.8 eV

Element x y z (Å)
Ti: -0.2947 1.9322 -1.9178
C: 2.0172 -4.6596 -0.8890
C: 2.5370 -3.3690 -0.9035
C: 1.6852 -2.2860 -0.8592
C: 0.3086 -2.5257 -0.8104
C: -0.2318 -3.8221 -0.7997
C: 0.6409 -4.8841 -0.8372
N: -0.5246 -1.4208 -0.7544
N: -1.6997 -1.3447 -0.7286
C: -2.6021 -0.2635 -0.6943
C: -3.8852 -0.6316 -0.3361
C: -4.8496 0.3609 -0.2296
C: -4.4748 1.6602 -0.4878
C: -3.1602 1.9314 -0.8479
N: -2.2106 0.9941 -0.9666
H: 2.6911 -5.5055 -0.9189
H: 3.6063 -3.2168 -0.9492
H: 2.0527 -1.2700 -0.8773
H: -1.3026 -3.9698 -0.7570
H: 0.2585 -5.8955 -0.8267
H: -4.1063 -1.6706 -0.1367
H: -5.8637 0.1131 0.0529
H: -5.1807 2.4759 -0.4195
H: -2.8561 2.9458 -1.0563
O: -1.4035 0.3935 4.5784
C: -0.0124 0.2284 4.7506
N: 0.5943 0.6816 3.5217
C: 1.5289 -0.0370 2.8582
O: 2.0113 -1.0833 3.2342
C: 1.9313 0.5110 1.5130
C: 3.2617 0.4606 1.1156
C: 3.6045 0.8961 -0.1528
C: 2.6031 1.3071 -1.0123
N: 1.3134 1.3082 -0.6442
C: 0.9892 0.9589 0.6116
H: -1.8350 0.3797 5.4390
H: 0.2736 -0.8139 4.8841
H: 0.3529 0.8147 5.5964
H: 0.3582 1.6124 3.2160
H: 4.0074 0.0853 1.8052
H: 4.6328 0.9105 -0.4850
H: 2.8145 1.6339 -2.0206
H: -0.0574 1.0232 0.8860
F: 1.8677 4.7750 -4.6222
Te: 0.2701 3.8991 -4.3079
F: -1.4493 2.8092 -3.1899
F: -0.3004 5.2812 -3.2382
F: -0.6478 3.1308 -0.6363
F: -0.2652 0.3349 -2.7583
O: 1.0013 2.8207 -2.9918

Entry 2:
CH8N2P | the ωB97M-V functional and the def2-TZVPD basis

* electronic energy: -493.4671 a.u.
* M: 79.06 g/mol
* net charge: +1
* ΔE to the lowest compared entry with this formula, charge and spin: 24.4 kcal/mol
* HOMO level: -13.7 eV

Element x y z (Å)
C: -0.6921 0.0625 0.9104
N: 1.4918 0.4300 -0.6336
N: -1.2149 -0.2268 -0.5059
P: 1.0611 -0.7023 0.6924
H: -1.3170 -0.4081 1.6723
H: -0.9314 1.1647 0.8488
H: 1.3925 -0.1984 -1.4892
H: 2.3952 0.8879 -0.7011
H: -2.0009 -0.8141 -0.5833
H: -1.4146 0.6777 -1.0135
H: -0.4903 -0.6811 -1.0860
H: 1.7205 -0.1920 1.8885

Entry 3:
C36H47F3N4O2P2Re | the ωB97M-V functional and the def2-TZVPD basis

* electronic energy: -2830.1215 a.u.
* M: 872.95 g/mol
* spin multiplicity: 4
* HOMO level (spin up / spin down): -6.3 / -7.3 eV

Element x y z (Å)
Re: -0.1786 -0.2981 -0.1915
C: 1.7484 -2.9298 3.6206
C: 0.7350 -2.2409 2.7081
C: -0.4182 -1.6669 3.5320
P: 1.4015 -0.9221 1.5672
C: 3.1492 -1.4937 1.3081
C: 4.0960 -0.4279 0.7672
C: 3.0914 -2.7046 0.3722
C: 1.3615 0.6093 2.5296
C: 1.9954 0.7514 3.7611
C: 1.6845 1.8020 4.6035
C: 0.6626 2.6723 4.2396
C: 0.0505 2.5669 3.0063
C: 0.4420 1.5887 2.0801
N: -0.0662 1.5302 0.7702
C: -0.3269 2.7072 0.0500
C: 0.2055 3.9709 0.3710
C: 0.0224 5.0665 -0.4508
C: -0.6999 4.9682 -1.6311
C: -1.2384 3.7398 -1.9708
C: -1.0592 2.6270 -1.1601
P: -1.7813 0.9997 -1.5003
C: -3.5717 1.2327 -1.0602
C: -3.6620 1.9979 0.2641
C: -4.3806 1.9503 -2.1387
C: -1.7667 0.7299 -3.3265
C: -0.3254 0.6807 -3.8234
C: -2.4667 -0.6040 -3.6030
H: 1.2009 -3.6035 4.2822
H: 2.2773 -2.2125 4.2510
H: 2.4754 -3.5300 3.0735
H: 0.3313 -2.9824 2.0124
H: -0.0372 -1.0632 4.3571
H: -1.0194 -2.4769 3.9486
H: -1.0754 -1.0324 2.9396
H: 3.5082 -1.7991 2.2923
H: 3.8912 -0.2420 -0.2843
H: 5.1267 -0.7781 0.8587
H: 4.0068 0.5090 1.3167
H: 2.6633 -2.4078 -0.5883
H: 2.4694 -3.5080 0.7712
H: 4.0932 -3.1014 0.1971
H: 2.7270 0.0135 4.0703
H: 2.1862 1.9100 5.5560
H: 0.3361 3.4389 4.9307
H: -0.7656 3.2286 2.7498
H: 0.8041 4.0960 1.2603
H: 0.4636 6.0134 -0.1644
H: -0.8314 5.8292 -2.2728
H: -1.8018 3.6425 -2.8915
H: -3.9590 0.2213 -0.9155
H: -3.4291 3.0529 0.1079
H: -2.9770 1.6040 1.0147
H: -4.6724 1.9264 0.6697
H: -3.9629 2.9346 -2.3576
H: -5.3955 2.1025 -1.7670
H: -4.4517 1.3805 -3.0652
H: -2.2945 1.5522 -3.8145
H: 0.2046 -0.1192 -3.3006
H: 0.1916 1.6221 -3.6353
H: -0.2995 0.4742 -4.8959
H: -2.0078 -1.3935 -3.0018
H: -2.3650 -0.8683 -4.6570
H: -3.5293 -0.5737 -3.3600
N: -0.3473 -1.9965 -0.8494
C: -0.5233 -3.3228 -0.8437
C: 0.1870 -4.1858 -1.7093
C: -0.0022 -5.5518 -1.6511
C: -0.9050 -6.1128 -0.7547
C: -1.6386 -5.2746 0.0820
C: -1.4641 -3.9084 0.0470
H: 0.8879 -3.7507 -2.4124
H: 0.5564 -6.1958 -2.3199
H: -1.0410 -7.1854 -0.7197
H: -2.3594 -5.6944 0.7735
H: -2.0527 -3.2367 0.6588
F: -4.1687 -2.6805 2.4676
C: -4.4613 -1.4216 2.0672
F: -5.1609 -1.5257 0.9178
F: -5.2847 -0.8956 2.9824
C: -3.1391 -0.5921 1.8743
O: -2.8683 0.2244 2.7467
O: -2.5325 -0.9261 0.8244
C: 4.6560 1.8134 -3.7082
N: 3.7345 1.7228 -2.5939
C: 3.7356 2.5097 -1.4696
C: 2.6835 2.0899 -0.7124
N: 2.0323 1.0693 -1.3519
C: 2.6899 0.8749 -2.4733
H: 5.3612 2.6176 -3.5184
H: 4.1206 2.0313 -4.6316
H: 5.2108 0.8843 -3.8325
H: 4.4732 3.2767 -1.3077
H: 2.3796 2.4470 0.2544
H: 2.4543 0.1325 -3.2191

Entry 4:
C5H5N3 | the ωB97M-V functional and the def2-TZVPD basis

* electronic energy: -357.5556 a.u.
* M: 107.12 g/mol
* ΔE to the lowest compared entry with this formula, charge and spin: 136.2 kcal/mol
* HOMO level: -8.9 eV

Element x y z (Å)
C: 0.6941 -2.6782 1.1285
C: -0.3806 0.2583 -0.1262
C: -1.3101 1.1847 -0.4117
C: -0.6140 2.2218 -1.1774
C: 0.9423 0.8610 -0.4631
H: 1.3454 -3.3125 1.4256
H: -0.4551 -2.8883 0.7408
H: -2.2273 0.7095 -0.1733
H: -1.1538 3.1741 -1.4328
H: 1.8625 0.6699 -0.1220
N: 0.9656 -1.2778 1.1042
N: -0.4476 -0.8997 0.5369
N: 0.7784 1.9772 -1.0294

Entry 5:
C19H30F3N2O13PdSSeSi | the ωB97M-V functional and the def2-TZVPD basis

* electronic energy: -5346.4205 a.u.
* M: 796.98 g/mol
* net charge: -1
* ΔE to the lowest compared entry with this formula, charge and spin: 0.0 kcal/mol
* spin multiplicity: 5
* HOMO level (spin up / spin down): -7.1 / -7.5 eV

Element x y z (Å)
Pd: -0.5942 -0.0997 0.2575
O: 4.3259 3.2347 0.4575
C: 4.5139 2.2042 -0.3501
O: 5.5830 1.9844 -0.8718
C: 3.3510 1.3130 -0.6060
C: 3.4086 0.2033 -1.4342
N: 2.2045 -0.3744 -1.4356
N: 1.3551 0.3114 -0.6745
C: 2.0156 1.3354 -0.1590
C: 1.2295 2.2702 0.7104
O: 1.7854 3.2772 1.1615
O: 0.0049 1.9672 0.8715
H: 3.3858 3.2678 0.8227
H: 4.2317 -0.1852 -2.0072
H: 1.7973 -1.1257 -2.0336
C: -3.8155 1.6914 -2.5460
C: -4.7318 0.4786 -2.6002
C: -6.1777 0.8927 -2.8429
C: -4.2578 -0.5254 -3.6344
O: -4.6912 -0.2083 -1.3342
Si: -4.5993 0.2182 0.2029
S: -2.6668 1.1949 0.6377
O: -5.6432 1.4262 0.5054
C: -6.1511 2.0065 1.7196
C: -6.2676 3.4988 1.4513
C: -7.5166 1.3784 1.9624
C: -5.2286 1.7479 2.9046
O: -4.8551 -0.9964 1.2170
C: -4.9156 -2.4424 1.1082
C: -3.8601 -2.9571 0.1505
C: -4.6783 -2.9567 2.5186
C: -6.3158 -2.7828 0.6188
H: -3.8222 2.2048 -3.5095
H: -2.7914 1.3781 -2.3385
H: -4.1590 2.4037 -1.7900
H: -6.2664 1.4106 -3.7996
H: -6.5207 1.5591 -2.0504
H: -6.8223 0.0128 -2.8634
H: -4.2874 -0.0789 -4.6301
H: -4.9059 -1.4028 -3.6261
H: -3.2414 -0.8468 -3.4145
H: -6.9129 3.6770 0.5903
H: -5.2836 3.9190 1.2399
H: -6.6872 4.0140 2.3168
H: -8.1651 1.5442 1.1016
H: -7.9886 1.8111 2.8463
H: -7.4081 0.3037 2.1153
H: -4.2582 2.2250 2.7600
H: -5.0798 0.6795 3.0629
H: -5.6734 2.1712 3.8069
H: -2.8603 -2.6823 0.4822
H: -4.0109 -2.5819 -0.8602
H: -3.9081 -4.0471 0.1056
H: -3.6889 -2.6545 2.8586
H: -4.7416 -4.0457 2.5367
H: -5.4262 -2.5515 3.2032
H: -6.4764 -2.3690 -0.3781
H: -7.0684 -2.3782 1.2979
H: -6.4409 -3.8655 0.5651
F: -1.8802 -1.5566 4.6809
C: -0.7042 -1.7376 4.0687
F: -0.5274 -3.0574 3.9127
F: 0.2533 -1.2892 4.8818
C: -0.6607 -1.0404 2.6917
O: -1.7623 -0.9171 2.0940
O: 0.4280 -0.6469 2.2595
O: -1.9336 -2.8107 -2.6244
Se: -0.7607 -1.8924 -2.0387
O: -1.2490 -0.2808 -1.8672
O: -0.4407 -2.1538 -0.4010
O: 0.6366 -1.9864 -2.8618

Entry 6:
C61H44Br2CrIN4O2P2S | the ωB97M-V functional and the def2-TZVPD basis

* electronic energy: -10291.4909 a.u.
* M: 1297.77 g/mol
* spin multiplicity: 4
* HOMO level (spin up / spin down): -4.5 / -6.6 eV

Element x y z (Å)
Cr: 0.0557 0.9329 0.8946
O: 0.9652 -0.4778 2.1241
S: 0.7486 -1.2524 0.7620
C: -0.0468 -2.7344 0.9258
C: 0.6441 -3.9629 0.6379
C: 0.0210 -5.1892 0.6616
C: -1.3206 -5.2664 1.0104
C: -2.2519 -6.4469 1.1141
C: -3.5746 -5.8492 1.6685
C: -3.3290 -4.3600 1.7328
C: -4.1544 -3.3393 2.1505
C: -3.6469 -2.0480 2.1384
C: -2.3441 -1.7380 1.7069
P: -1.9807 0.0452 1.7600
C: -3.4298 0.8026 0.9400
C: -3.7656 2.1413 1.1361
C: -4.8054 2.7270 0.4280
C: -5.5079 1.9909 -0.5127
C: -5.1556 0.6699 -0.7477
C: -4.1268 0.0808 -0.0297
C: -2.1244 0.3291 3.5739
C: -1.3352 -0.5250 4.3530
C: -1.2773 -0.3822 5.7280
C: -2.0033 0.6224 6.3572
C: -2.7930 1.4691 5.5969
C: -2.8553 1.3231 4.2146
C: -1.4652 -2.7691 1.2985
C: -2.0147 -4.0806 1.3359
C: 2.4004 -1.7078 0.2843
C: 3.2265 -2.0029 1.3409
C: 4.5210 -2.5339 1.1712
C: 4.9452 -2.7903 -0.0991
C: 6.2242 -3.4029 -0.6158
C: 6.0554 -3.4379 -2.1583
C: 4.6938 -2.8377 -2.4110
C: 3.9980 -2.6325 -3.5664
C: 2.7479 -1.9809 -3.4836
C: 2.1637 -1.5780 -2.3001
P: 0.6881 -0.4725 -2.3184
C: 1.6252 1.1461 -2.3650
C: 3.0888 1.3176 -2.9284
C: 3.4350 3.5653 -1.8478
C: 2.3863 4.2090 -2.3580
C: 1.1345 3.6046 -2.8387
C: 0.7820 2.3155 -2.8501
C: 0.0971 -0.6481 -4.0355
C: -0.8911 -1.6165 -4.2188
C: -1.4202 -1.8582 -5.4764
C: -0.9884 -1.1139 -6.5659
C: -0.0225 -0.1337 -6.3924
C: 0.5223 0.0932 -5.1358
C: 2.8291 -1.8890 -1.0675
C: 4.1040 -2.4712 -1.1860
H: 1.6869 -3.9300 0.3650
H: 0.5924 -6.0750 0.4087
H: -1.8585 -7.2252 1.7728
H: -2.4098 -6.9174 0.1389
H: -3.8003 -6.2417 2.6630
H: -4.4320 -6.0872 1.0363
H: -5.1661 -3.5237 2.4923
H: -4.2851 -1.2396 2.4750
H: -3.1961 2.7585 1.8178
H: -5.0485 3.7681 0.6018
H: -6.3139 2.4490 -1.0715
H: -5.6818 0.0919 -1.4970
H: -3.8682 -0.9520 -0.2217
H: -0.7570 -1.3036 3.8709
H: -0.6639 -1.0575 6.3112
H: -1.9619 0.7348 7.4332
H: -3.3777 2.2445 6.0761
H: -3.5035 1.9825 3.6579
H: 2.8469 -1.8324 2.3400
H: 5.1310 -2.7506 2.0390
H: 6.3667 -4.4030 -0.2039
H: 7.0901 -2.8111 -0.3156
H: 6.1137 -4.4550 -2.5482
H: 6.8317 -2.8609 -2.6631
H: 4.3906 -2.9192 -4.5339
H: 2.2375 -1.7597 -4.4130
H: 3.6517 0.3866 -2.8965
H: 4.3422 4.0654 -1.5363
H: 2.4629 5.2858 -2.4504
H: 0.4073 4.3036 -3.2341
H: -0.1936 2.0584 -3.2371
H: -1.2492 -2.1823 -3.3651
H: -2.1801 -2.6184 -5.6036
H: -1.4099 -1.2927 -7.5468
H: 0.3158 0.4563 -7.2346
H: 1.2791 0.8606 -5.0341
C: 0.6544 2.2246 4.0213
C: 0.0436 3.1832 3.0459
C: -0.2357 4.5076 3.4649
C: -0.8368 5.3876 2.6220
C: -1.1978 4.9667 1.3179
C: -1.8980 5.7542 0.3746
Br: -2.3663 7.5458 0.7832
C: -2.2678 5.2277 -0.8306
C: -1.9424 3.9069 -1.1660
Br: -2.6190 3.2091 -2.7843
C: -1.2151 3.0844 -0.3158
O: -0.8906 1.8565 -0.5712
C: -0.8622 3.6520 0.9559
N: -0.2451 2.7820 1.8254
H: -0.0370 2.0637 4.8526
H: 1.5759 2.6400 4.4370
H: 0.8640 1.2561 3.5707
H: 0.0318 4.7955 4.4732
H: -1.0624 6.3969 2.9377
H: -2.8316 5.8242 -1.5346
N: 3.4965 2.3963 -5.2609
C: 3.3039 1.9453 -4.2231
N: 3.4293 2.1266 -1.7128
C: 2.2720 1.6254 -1.0863
N: 1.9424 1.6256 0.1375
I: 4.7742 1.3665 1.2693
C: 2.8299 2.2736 1.0761
H: 3.0142 3.3145 0.8198
H: 2.4132 2.1968 2.0709

Entry 7:
C16H42F6O13S2Sn | the ωB97M-V functional and the def2-TZVPD basis

* electronic energy: -3222.7135 a.u.
* M: 739.33 g/mol
* net charge: -1
* spin multiplicity: 2
* HOMO level (spin up / spin down): -4.8 / -5.9 eV

Element x y z (Å)
Sn: 3.8830 16.8736 -11.4323
C: 4.8458 16.2634 -6.0701
F: 4.5664 16.3431 -4.7199
F: 5.9934 16.8190 -6.3704
F: 4.8622 14.9310 -6.3865
S: 3.6162 17.2214 -7.1509
O: 2.2942 16.6867 -6.9936
O: 3.6614 18.5843 -6.5874
O: 4.0987 17.1812 -8.5684
C: 1.3568 12.8324 -9.0372
F: 1.8142 12.2015 -10.1085
F: 0.5198 12.0709 -8.3447
F: 2.4326 13.1267 -8.2887
S: 0.6364 14.5502 -9.6100
O: 1.6553 15.2924 -10.3832
O: -0.5612 14.2132 -10.3687
O: 0.3390 15.2392 -8.3428
C: 7.8835 18.9019 -9.4641
C: 7.4725 17.4858 -9.8425
O: 6.8462 17.5417 -11.1203
H: 8.5824 19.3338 -10.1804
H: 8.4191 19.0608 -8.5282
H: 6.9790 19.5025 -9.3678
H: 6.8146 16.9617 -9.1493
H: 8.3570 16.8494 -9.8694
H: 7.4531 18.0037 -11.7031
C: 7.2509 13.5085 -4.9281
C: 8.5731 12.6321 -5.1364
O: 9.4397 12.8500 -4.0377
H: 6.7080 13.3763 -3.9922
H: 6.5323 13.3700 -5.7358
H: 7.5262 14.5554 -5.0564
H: 9.1168 13.1016 -5.9562
H: 8.4957 11.5531 -5.2702
H: 9.0052 12.4721 -3.2696
C: 1.3748 13.7891 -5.2947
C: 1.3618 14.6660 -4.0581
O: 0.3832 15.7763 -4.1802
H: 1.7464 14.3737 -6.1364
H: 0.4360 13.4123 -5.7006
H: 2.0589 12.9461 -5.1977
H: 2.3297 15.1230 -3.8522
H: 0.9485 14.1333 -3.2016
H: 0.1438 16.0011 -3.2782
C: 1.9620 18.9129 -3.3146
C: 1.1507 19.8204 -4.1737
O: 1.1111 19.2710 -5.4921
H: 1.3336 18.1366 -2.8782
H: 2.4337 19.3667 -2.4430
H: 2.8420 18.4788 -3.7892
H: 1.6865 20.7683 -4.2244
H: 0.2102 19.9981 -3.6521
H: 2.0034 19.0422 -5.7623
C: 7.2252 13.4345 -9.5972
C: 5.6293 13.5798 -9.5739
O: 5.2704 14.3053 -10.6870
H: 7.5353 13.0688 -8.6184
H: 7.5686 14.4657 -9.6794
H: 7.5301 12.7371 -10.3775
H: 5.2872 14.1265 -8.6951
H: 5.1138 12.6281 -9.7026
H: 5.6636 13.8807 -11.4530
C: 9.7039 16.4649 -5.9673
C: 10.3695 16.6567 -7.2817
O: 10.4145 15.4817 -8.0761
H: 9.7996 17.3029 -5.2768
H: 10.0092 15.5276 -5.5023
H: 8.6454 16.2174 -6.0477
H: 11.3494 17.0818 -7.0645
H: 9.8729 17.4236 -7.8762
H: 10.5697 15.6540 -9.0077
C: 4.9405 21.1042 -3.8717
C: 4.9655 21.6723 -5.2962
O: 3.7942 21.2769 -5.9594
H: 4.1756 21.6505 -3.3197
H: 5.8205 21.4404 -3.3234
H: 4.5900 20.0721 -3.8782
H: 5.8500 21.4720 -5.9008
H: 5.0844 22.7541 -5.2364
H: 4.0062 20.3782 -6.2221